#w
{"formula": "C3H10O4", "method": "ωB97M-V/def2-TZVPD", "species": ["O", "H", "H", "O", "H", "H", "C", "O", "H", "C", "H", "O", "H", "C", "H", "H", "H"], "positions_angstrom": [[1.091, 2.818, 1.086], [-1.295, -2.604, -0.506], [-0.256, 2.450, -1.479], [-0.109, 0.232, 0.720], [0.883, 2.422, -2.527], [-1.794, -0.917, 1.128], [-1.157, -0.624, 0.283], [0.529, -2.532, 1.712], [-0.476, 1.099, 0.916], [0.587, -2.420, 0.517], [1.498, -2.761, -0.019], [0.355, 1.874, -1.943], [1.489, 2.268, 0.397], [-0.518, -1.851, -0.340], [-0.101, -1.583, -1.315], [1.031, 2.218, 1.836], [-1.756, -0.090, -0.465]], "mulliken_charge": [-0.664, 0.309, 0.319, -0.543, 0.289, 0.306, -0.398, -0.471, 0.318, 0.035, 0.326, -0.601, 0.356, -0.561, 0.286, 0.324, 0.371], "homo_lumo_gap_ev": 10.23, "e_homo_ev": -9.72, "smiles": "O=CCCO.O.O"}

#x
{"formula": "C3H10O4", "method": "ωB97M-V/def2-TZVPD", "species": ["H", "H", "H", "H", "C", "C", "H", "O", "H", "H", "O", "H", "O", "O", "H", "H", "C"], "positions_angstrom": [[-1.806, -1.935, 2.031], [0.380, -0.861, -0.890], [-1.075, 0.605, -3.499], [2.177, -0.131, 0.432], [0.375, 0.462, 1.892], [0.725, 1.365, 0.665], [1.199, 2.203, 1.133], [-2.122, -1.189, 1.483], [-2.314, -1.556, 0.621], [-1.090, -0.729, -4.529], [0.956, -0.461, 2.373], [-0.654, 0.697, 2.310], [0.770, -0.062, -1.249], [-1.525, -0.193, -3.865], [2.408, 1.032, -1.062], [-0.148, 1.747, 0.039], [1.615, 0.533, -0.310]], "mulliken_charge": [0.328, 0.282, 0.324, 0.246, 0.128, -0.492, 0.340, -0.628, 0.306, 0.311, -0.489, 0.303, -0.452, -0.640, 0.244, 0.236, -0.348], "homo_lumo_gap_ev": 10.22, "e_homo_ev": -9.65, "smiles": "O=CCCO.O.O"}

#y
{"formula": "C3H10O4", "method": "ωB97M-V/def2-TZVPD", "species": ["C", "O", "O", "H", "O", "C", "H", "H", "O", "H", "H", "H", "H", "C", "H", "H", "H"], "positions_angstrom": [[-0.512, 1.535, 0.356], [1.870, -0.032, 0.784], [-0.059, -2.228, -0.021], [0.340, 2.188, 0.176], [0.114, -0.759, 2.021], [-0.392, -0.112, -1.902], [1.568, -0.717, 0.150], [-0.986, -2.414, -0.227], [-0.455, -0.236, -0.492], [-1.364, 0.161, -2.330], [0.354, 0.641, -2.183], [1.065, 1.027, 2.309], [-1.065, 1.626, 1.287], [0.868, 0.199, 1.629], [-0.036, -1.544, 1.180], [-0.069, -1.070, -2.311], [-1.240, 1.736, -0.426]], "mulliken_charge": [-0.944, -0.438, -0.886, 0.354, -0.472, -0.801, 0.500, 0.263, -0.238, 0.310, 0.307, 0.499, 0.377, -0.010, 0.501, 0.306, 0.370], "homo_lumo_gap_ev": [7.19, 7.13], "e_homo_ev": [-7.93, -7.84]}

#z
{"formula": "C3H10O4", "method": "ωB97M-V/def2-TZVPD", "species": ["H", "H", "H", "H", "H", "C", "H", "H", "O", "H", "H", "O", "O", "H", "O", "C", "C"], "positions_angstrom": [[-3.123, 0.088, 0.872], [0.978, 1.161, 0.890], [2.545, 2.028, 3.534], [-0.910, -1.728, -0.968], [2.686, 3.309, 2.716], [0.090, -1.329, -0.885], [-0.259, -0.558, -2.876], [1.446, -0.386, -2.341], [1.088, 0.656, 0.070], [0.780, -2.012, -0.409], [0.802, -1.950, -2.804], [-3.808, -0.574, 0.725], [-1.051, 0.220, 0.499], [-4.679, -0.183, 0.640], [2.874, 2.355, 2.689], [-0.020, -0.096, -0.039], [0.562, -1.001, -2.313]], "mulliken_charge": [0.369, 0.299, 0.322, 0.229, 0.322, -0.230, 0.311, 0.328, -0.454, 0.296, 0.305, -0.617, -0.579, 0.298, -0.647, 0.530, -1.082], "homo_lumo_gap_ev": 10.89, "e_homo_ev": -10.40, "smiles": "CCC(=O)O.O.O"}

Most stable to least stable, the ends of the list are #z and #y.

#w
{"formula": "C24H33ClN4O5", "method": "ωB97M-V/def2-TZVPD", "species": ["O", "H", "C", "O", "C", "C", "H", "H", "C", "H", "H", "H", "N", "H", "H", "N", "H", "C", "H", "H", "C", "H", "H", "H", "O", "H", "H", "C", "C", "C", "C", "C", "H", "C", "C", "H", "H", "Cl", "C", "C", "C", "H", "H", "H", "H", "H", "N", "H", "H", "C", "H", "O", "H", "C", "H", "C", "N", "C", "H", "O", "H", "C", "C", "C", "H", "C", "H"], "positions_angstrom": [[-3.244, 2.735, -2.209], [1.526, 3.767, 1.722], [2.566, 2.753, 0.156], [3.728, -1.311, -0.793], [-3.977, 1.717, 1.544], [1.948, -2.326, -1.958], [0.594, -1.600, 4.099], [5.305, -0.381, 0.023], [-1.295, 0.401, -0.420], [-2.213, -0.971, 1.821], [3.188, -0.034, 2.731], [-1.789, 3.640, -0.919], [-0.341, 0.411, 0.540], [-1.462, 4.060, 1.472], [-0.741, -3.368, 2.970], [-1.806, 1.603, -0.850], [-2.894, -2.434, 2.534], [2.079, 2.882, 1.445], [-3.207, -2.650, 0.170], [-1.439, -2.500, 5.265], [2.443, -1.648, -0.710], [-3.820, 3.525, 0.385], [4.323, -1.326, 1.184], [0.204, 1.242, 0.691], [-3.323, -1.780, -2.431], [2.092, -3.402, -1.819], [-3.968, 0.523, -2.997], [-2.820, -0.803, -1.916], [-2.178, -2.695, 0.539], [-1.855, 3.090, 1.161], [-0.307, -2.744, -1.002], [4.288, -0.635, 0.335], [-1.092, -0.829, 5.707], [0.453, -2.064, -2.138], [-0.734, -2.345, 2.590], [-3.658, 3.747, 2.126], [-3.807, 1.045, 0.708], [3.878, 1.487, -1.819], [2.307, 1.879, 2.374], [-1.396, -1.480, 4.890], [-1.368, 2.864, -0.274], [-0.277, 2.930, -0.326], [-1.862, -3.738, 0.585], [0.111, -2.517, -3.070], [-2.395, -1.188, 4.577], [1.927, 1.974, 3.379], [-3.242, 0.480, -2.291], [0.249, -0.995, -2.176], [-5.051, 1.797, 1.695], [3.281, 1.619, -0.200], [2.405, 3.529, -0.577], [0.001, -3.859, -0.631], [-3.540, 1.273, 2.437], [3.520, 0.602, 0.722], [0.162, -0.460, 0.669], [-3.383, 3.100, 1.290], [-1.317, -2.039, -0.437], [-0.411, -1.381, 3.731], [2.538, -1.998, -2.813], [1.763, -1.410, 0.261], [-0.404, -0.358, 3.344], [-1.784, -0.787, -0.924], [-2.078, -2.050, 1.920], [-2.805, 1.679, -1.815], [0.060, -2.285, 1.845], [3.021, 0.751, 2.011], [-1.444, 2.332, 1.829]], "mulliken_charge": [-0.663, 0.420, -0.464, -0.347, -0.968, -0.856, 0.446, 0.328, -0.510, -0.337, 0.312, 0.673, 2.017, 0.519, 0.658, -0.083, 0.654, -0.408, 0.415, 0.336, 0.581, 0.308, 0.396, -0.067, -0.700, 0.349, 0.280, 0.330, -1.337, 0.207, 0.595, -1.200, 0.446, -0.205, -0.111, 0.442, 0.168, -0.214, -0.655, -1.511, -1.356, -0.002, 0.555, 0.365, 0.297, 0.404, -0.020, 0.115, 0.447, 0.719, 0.493, -0.714, 0.176, 0.305, -1.118, -0.890, 0.936, -0.084, 0.380, -0.497, -0.130, -0.356, 0.021, 0.503, -0.428, -0.338, -0.033], "homo_lumo_gap_ev": 8.94, "e_homo_ev": -8.46, "smiles": "CCCCCN(C(=O)CCC(=O)OCc1ccccc1Cl)c1c(N)n(CCCC)c(=O)[nH]c1=O"}

#x
{"formula": "C24H33ClN4O5", "method": "ωB97M-V/def2-TZVPD", "species": ["H", "O", "H", "H", "C", "H", "H", "H", "O", "N", "H", "H", "O", "H", "C", "C", "H", "H", "C", "C", "C", "H", "N", "H", "C", "C", "H", "H", "N", "C", "C", "H", "C", "H", "H", "C", "C", "H", "C", "Cl", "H", "O", "H", "C", "O", "H", "N", "H", "C", "C", "C", "H", "H", "H", "H", "C", "H", "C", "H", "H", "H", "C", "C", "C", "H", "C", "H"], "positions_angstrom": [[-1.656, 0.147, -0.616], [-1.058, -3.889, -1.445], [2.873, -1.719, -2.181], [-2.459, 3.903, 0.630], [2.297, 0.863, 0.607], [-1.973, -4.477, 1.304], [-3.635, 2.441, -1.857], [-1.278, -4.049, -3.513], [-3.056, 2.195, 3.424], [-1.217, 0.853, 3.752], [-2.989, 4.074, -1.817], [-1.270, -2.146, 2.156], [0.607, -0.527, 4.361], [-4.616, 4.666, 0.217], [0.001, -0.057, 2.063], [-3.488, 3.359, -1.047], [4.087, 1.742, 1.561], [3.544, 2.371, 0.081], [-1.056, 0.382, 1.243], [-2.441, 2.861, -0.172], [4.623, 0.695, -0.170], [-0.169, 1.117, -3.705], [-0.769, 0.222, -0.028], [2.946, -1.295, 1.078], [-0.272, -2.184, -2.623], [1.471, -0.235, -2.980], [-3.562, 0.738, 0.206], [-0.287, -4.760, 0.810], [1.023, -1.057, 1.669], [-2.909, 1.670, 0.882], [-2.238, 1.298, 3.152], [2.695, -0.074, 2.485], [0.862, -2.497, 1.523], [1.497, 1.534, 0.899], [-5.389, 3.099, -0.261], [0.090, 0.202, -3.406], [-0.471, -2.892, 1.846], [5.983, 2.268, -0.751], [1.970, -1.306, -2.561], [-2.231, -0.571, -3.580], [-0.377, -3.472, 2.729], [-2.127, -2.272, -0.383], [4.331, 0.498, -1.278], [-1.296, -3.458, -2.594], [1.647, -2.914, 0.753], [-3.915, 2.026, 1.593], [-1.991, 1.327, 1.636], [1.177, -3.397, -2.062], [-0.682, -1.005, -3.196], [-1.322, -3.183, -0.217], [2.432, -0.252, 1.554], [4.921, -0.524, 0.225], [-2.313, -3.088, -2.658], [2.205, 0.863, -3.309], [1.804, 0.359, -0.216], [-0.163, 0.077, 3.694], [-1.539, 2.550, -0.324], [-4.766, 3.808, -0.529], [6.828, 0.671, -0.782], [6.506, 1.482, 0.770], [-5.352, 4.027, -1.599], [3.532, 1.547, 0.510], [6.002, 1.267, -0.269], [0.935, -2.579, -2.459], [-0.381, -0.530, -0.455], [-1.013, -3.982, 0.795], [-1.163, 1.185, 4.832]], "mulliken_charge": [0.383, -0.401, 0.430, 0.088, 1.345, 0.267, 0.110, 0.432, -0.641, 0.122, 0.328, 0.228, -0.580, 0.263, -0.760, -0.440, 0.292, 0.727, -0.244, -0.924, 0.557, 0.684, 0.691, 0.163, -0.263, -0.105, 0.125, 0.397, 0.548, -0.746, 0.322, 0.453, 0.433, 0.142, 0.451, -1.047, -0.646, 0.320, -0.581, -0.196, 0.543, -0.595, -0.059, -0.874, -0.616, 0.447, 0.460, 0.938, 0.877, 0.396, -1.073, 0.091, 0.418, -0.011, -0.501, -0.022, 0.989, -1.137, 0.337, 0.302, 0.271, -1.592, -1.344, -0.484, -0.662, -0.189, 0.365], "homo_lumo_gap_ev": 7.83, "e_homo_ev": -7.82}

Most stable to least stable, the ends of the list are #w and #x.